2 unconnected molecules or ions with the total composition C26H20F2NO at a distorted geometry, computed with wB97M-V/def2-TZVPD.

Energy above the lowest of the compared OMol25 structures with the same formula, charge and spin ... 1.7194 eV
DFT total energy ... -36249.002 eV
Maximum force ... 4.10 eV/Å
LUMO level ... -4.80 eV

```
! RIJCOSX wB97M-V def2-TZVPD def2/J DEFGRID3
* xyz 1 1
F 3.190 4.724 -0.473
F -2.034 5.173 1.159
O -1.108 -2.468 1.241
N 1.374 -1.801 0.058
C 2.250 -1.945 -0.978
C -1.013 -1.849 0.170
C 1.816 2.812 -0.072
C 3.761 -3.123 0.471
C -3.317 3.200 0.768
C -0.886 1.687 0.794
C 0.322 0.912 0.675
C 4.181 2.820 0.543
C 2.840 -3.008 1.514
C 3.448 -2.601 -0.786
C 0.166 -0.984 -0.100
C -4.364 -1.748 -2.499
C -2.082 3.804 1.003
C 3.059 3.439 0.009
C -2.169 1.071 0.705
C -4.544 -1.933 -1.123
C 1.614 1.546 0.564
C -3.073 -1.713 -3.051
C 2.773 0.917 1.089
C 4.022 1.519 1.049
C -2.133 -1.903 -0.828
C 1.644 -2.343 1.285
C -0.890 3.094 1.018
C -1.951 -1.784 -2.220
C -3.340 1.799 0.626
C -3.428 -2.047 -0.295
H 4.892 0.982 1.425
H 4.707 -3.639 0.629
H 0.138 -0.547 -1.099
H 3.005 -3.430 2.501
H -0.938 -1.782 -2.623
H 0.853 -2.310 2.026
H -5.236 -1.626 -3.140
H -2.235 -0.012 0.667
H 5.157 3.319 0.536
H -4.287 1.288 0.442
H -4.219 3.802 0.672
H 0.308 -0.117 1.154
H 4.114 -2.689 -1.651
H 2.669 -0.065 1.552
H 0.037 3.640 1.145
H 1.898 -1.547 -1.932
H -3.522 -2.234 0.779
H -5.539 -1.994 -0.675
H -2.939 -1.629 -4.138
H 1.011 3.326 -0.584
*
```

A single C4H6N2 molecule at a distorted geometry, computed with wB97M-V/def2-TZVPD.

Energy above the lowest of the compared OMol25 structures with the same formula, charge and spin ... 1.0400 eV
SMILES string ... Cn1ccnc1
DFT total energy ... -7224.551 eV
Maximum force ... 1.95 eV/Å
LUMO level ... 0.84 eV

```
! RIJCOSX wB97M-V def2-TZVPD def2/J DEFGRID3
* xyz 0 1
N -0.101 -0.226 -0.161
N -1.240 1.638 0.293
C 0.778 0.802 -0.245
C 0.108 1.920 0.107
C 0.285 -1.611 -0.158
C -1.313 0.339 0.133
H -2.194 -0.283 0.233
H -0.616 -2.219 -0.128
H 0.913 -1.855 0.711
H 0.846 -1.814 -1.070
H 1.838 0.732 -0.415
H 0.696 2.579 0.700
*
```

A single C6H10OS molecule at a distorted geometry, computed with wB97M-V/def2-TZVPD.

Energy above the lowest of the compared OMol25 structures with the same formula, charge and spin ... 0.8930 eV
SMILES string ... CS/C=C(/C)C(C)=O
DFT total energy ... -19266.137 eV
Maximum force ... 2.04 eV/Å
LUMO level ... 0.57 eV

```
! RIJCOSX wB97M-V def2-TZVPD def2/J DEFGRID3
* xyz 0 1
S 1.615 -0.721 -0.070
O -2.894 -0.615 -0.131
C -1.689 -0.726 -0.037
C 0.500 0.617 -0.028
C -1.701 1.780 -0.006
C -1.107 -2.144 0.061
C 3.201 0.105 -0.059
C -0.844 0.514 -0.005
H -2.335 1.813 -0.869
H -1.036 2.672 -0.015
H 3.280 0.820 0.805
H -0.577 -2.320 -0.895
H 3.965 -0.652 0.224
H -0.457 -2.253 0.917
H -1.990 -2.831 0.080
H 0.888 1.611 0.096
H -2.279 1.746 0.922
H 3.461 0.585 -0.990
*
```

A molecular structure, C13H21ClCoN6O2SSe at a distorted geometry, computed with wB97M-V/def2-TZVPD.

Energy above the lowest of the compared OMol25 structures with the same formula, charge and spin ... 0.3226 eV
DFT total energy ... -153190.793 eV
Maximum force ... 1.67 eV/Å
LUMO level (alpha / beta) ... -1.17 / -1.17 eV

```
! RIJCOSX wB97M-V def2-TZVPD def2/J DEFGRID3
* xyz 0 2
Se 1.044 3.404 0.077
Co 0.671 0.155 0.030
Cl -0.256 -4.445 1.061
S -6.433 1.550 -0.439
O 2.767 -2.544 0.101
O 0.664 -1.879 -0.305
N 1.036 0.516 2.051
N 2.693 0.207 -0.022
N -6.199 -1.014 -0.045
N 0.588 6.348 0.114
N 0.918 0.698 -1.971
N -1.301 0.181 0.213
C -1.987 1.312 -0.013
C 3.213 0.760 -1.277
C -3.361 1.330 -0.167
C 1.085 -4.199 -0.105
C 2.453 0.210 2.341
C 3.263 0.777 1.201
C -4.080 0.148 -0.089
C 0.757 5.203 0.100
C -1.982 -0.968 0.259
C -3.355 -1.020 0.112
C 1.561 -2.752 -0.092
C -5.584 0.170 -0.180
C 2.280 0.289 -2.365
H -1.407 2.230 -0.042
H 2.784 0.619 3.297
H 3.194 1.849 -1.209
H 0.420 0.048 2.708
H 3.157 1.862 1.163
H 0.699 -4.453 -1.089
H 2.576 0.694 -3.333
H -3.819 -1.995 0.164
H 4.238 0.438 -1.477
H 4.322 0.532 1.316
H 1.893 -4.864 0.173
H -3.881 2.265 -0.325
H -5.709 -1.855 0.198
H 0.236 0.318 -2.620
H 2.564 -0.875 2.369
H 2.866 -0.812 -0.015
H 2.300 -0.800 -2.422
H -1.398 -1.864 0.422
H 0.875 1.521 2.139
H 0.842 1.717 -2.003
H -7.205 -1.015 -0.004
*
```

A single C4H8N2O molecule, computed with wB97M-V/def2-TZVPD.

Energy above the lowest of the compared OMol25 structures with the same formula, charge and spin ... 1.8222 eV
SMILES string ... NC(=O)CN1CC1
DFT total energy ... -9304.571 eV
Maximum force ... 0.40 eV/Å
LUMO level ... 1.05 eV

```
! RIJCOSX wB97M-V def2-TZVPD def2/J DEFGRID3
* xyz 0 1
O 1.551 -1.980 0.071
N 1.796 -0.124 -1.210
N -0.442 0.875 0.345
C -1.316 0.197 -0.607
C -1.787 0.505 0.760
C 0.645 0.078 0.927
C 1.367 -0.788 -0.101
H 2.155 -0.683 -1.970
H -2.476 1.322 0.954
H 0.292 -0.608 1.704
H 1.363 0.772 1.383
H -1.877 -0.345 1.438
H -1.637 0.808 -1.448
H -1.113 -0.846 -0.851
H 1.480 0.815 -1.396
*
```

A molecular structure, C2H3N3O2 at a distorted geometry, computed with wB97M-V/def2-TZVPD.

Energy above the lowest of the compared OMol25 structures with the same formula, charge and spin ... 4.7489 eV
DFT total energy ... -10683.708 eV
Maximum force ... 3.15 eV/Å
LUMO level ... 0.71 eV

```
! RIJCOSX wB97M-V def2-TZVPD def2/J DEFGRID3
* xyz 0 1
O 0.004 -1.759 -0.156
O 1.242 1.819 -0.245
N -1.509 -0.234 0.293
N 0.634 -0.475 -0.553
N -0.029 1.590 0.280
C -0.275 0.368 0.067
C -1.237 -1.424 0.104
H -1.936 -2.161 0.416
H 1.385 2.690 0.193
H 1.722 -0.414 -0.400
*
```

A molecular structure, C40H32MnNO3PSTe, computed with wB97M-V/def2-TZVPD.

Energy above the lowest of the compared OMol25 structures with the same formula, charge and spin ... 0.0000 eV
DFT total energy ... -108365.266 eV
Maximum force ... 0.51 eV/Å
LUMO level (alpha / beta) ... -4.84 / -3.41 eV

```
! RIJCOSX wB97M-V def2-TZVPD def2/J DEFGRID3
* xyz 1 5
Te 1.609 0.312 -2.542
Mn -0.692 -0.200 -0.010
S 0.529 -4.142 2.087
P -2.676 -0.118 1.228
O -1.395 1.115 -1.062
O -2.254 2.754 -2.243
O 0.801 0.867 0.884
N -0.217 -1.919 0.615
C -2.079 0.368 2.872
C 2.968 -0.890 0.771
C -0.616 0.005 4.752
C -2.568 1.521 3.488
C -3.191 -2.718 2.123
C 5.858 -0.637 -2.364
C 1.850 2.521 -4.611
C -5.981 2.152 0.982
C -3.570 1.994 -0.434
C 4.041 -1.760 0.786
C -5.175 -3.137 0.219
C 4.959 -1.701 1.825
C 3.567 -1.937 -3.232
C 1.581 2.114 2.720
C 0.943 1.046 -6.783
C 3.478 -0.645 -2.721
C 1.332 2.367 -6.952
C -4.822 -4.152 1.096
C 1.008 0.460 -5.528
C 3.752 0.115 2.825
C -1.128 1.136 5.373
C 0.098 -2.880 1.236
C 2.816 0.058 1.786
C 4.629 -0.001 -2.283
C 5.943 -1.922 -2.877
C -4.535 2.944 -0.765
C 4.815 -0.769 2.845
C -5.035 1.203 1.324
C -3.551 -1.691 1.251
C -4.542 -1.908 0.291
C -2.345 1.984 -1.322
C 1.469 1.196 -4.443
C -5.725 3.029 -0.063
C 4.797 -2.572 -3.311
C -3.823 1.125 0.631
C 1.782 3.104 -5.867
C -3.833 -3.942 2.045
C -1.075 -0.373 3.502
C -2.093 1.898 4.736
C 1.686 0.988 1.743
H -5.319 -5.111 1.037
H 2.674 -2.448 -3.568
H 4.568 1.002 -1.879
H 5.536 -0.729 3.649
H 4.162 -2.476 -0.016
H -2.424 -2.579 2.870
H 1.465 1.713 3.729
H -3.551 -4.733 2.726
H 0.718 2.726 2.475
H 5.797 -2.385 1.840
H -5.943 -3.299 -0.524
H -3.319 2.127 3.002
H 2.079 4.135 -5.999
H 4.860 -3.574 -3.715
H -0.633 -1.237 3.022
H 2.489 2.717 2.707
H -5.241 0.516 2.136
H -2.486 2.788 5.209
H 2.249 -0.941 -0.033
H -4.327 3.603 -1.595
H -6.913 2.205 1.528
H 1.281 2.823 -7.932
H 6.903 -2.417 -2.944
H -0.769 1.427 6.351
H 6.751 -0.127 -2.028
H 2.197 3.098 -3.764
H -4.822 -1.122 -0.399
H -6.458 3.775 -0.338
H 0.587 0.472 -7.628
H 3.653 0.846 3.614
H 0.700 -0.569 -5.394
H 0.147 -0.589 5.238
*
```

2 unconnected molecules or ions with the total composition C3H8O2, computed with wB97M-V/def2-TZVPD.

Energy above the lowest of the compared OMol25 structures with the same formula, charge and spin ... 1.2952 eV
DFT total energy ... -7325.294 eV
Maximum force ... 0.96 eV/Å
LUMO level (alpha / beta) ... -4.79 / -8.74 eV

```
! RIJCOSX wB97M-V def2-TZVPD def2/J DEFGRID3
* xyz 1 2
O -0.004 -1.587 0.565
O 1.123 1.688 1.120
C -0.613 0.150 -0.920
C 0.113 -1.102 -0.738
C -1.081 0.906 0.152
H -1.103 0.420 1.125
H 0.940 1.240 1.965
H 1.351 1.001 0.478
H 1.149 -0.960 -1.112
H -0.672 0.455 -1.955
H 0.678 -2.247 0.747
H -1.571 1.859 0.037
H -0.309 -1.825 -1.462
*
```

A molecular structure, C35H42AsBaCl2N2O4 at a distorted geometry, computed with wB97M-V/def2-TZVPD.

Energy above the lowest of the compared OMol25 structures with the same formula, charge and spin ... 0.0000 eV
DFT total energy ... -134726.249 eV
Maximum force ... 4.05 eV/Å
LUMO level ... 1.81 eV

```
! RIJCOSX wB97M-V def2-TZVPD def2/J DEFGRID3
* xyz -1 1
Ba -0.950 -0.002 -1.296
As 0.486 0.110 2.520
Cl -4.008 -0.250 -1.937
Cl -1.622 2.862 -0.670
O -1.998 -2.192 0.192
O 0.724 -2.003 -2.033
O 0.458 0.171 0.834
O 2.801 1.353 -4.312
N 2.550 -3.226 -2.661
N -4.073 -2.423 1.143
C 1.750 1.437 3.156
C 1.950 -2.099 -2.264
C 0.812 -1.734 3.062
C 2.091 -2.280 2.891
C 1.364 -4.307 4.014
C 1.042 3.828 -2.943
C 1.747 5.640 -4.945
C 1.537 3.363 -4.155
C 0.283 0.980 -4.189
C -3.660 -3.391 2.148
C 1.616 1.863 -4.472
C -5.461 -1.965 1.148
C 0.786 5.197 -2.770
C 3.125 1.224 2.995
C 0.365 -0.373 -4.833
C -2.295 1.085 2.491
C -1.254 0.566 3.269
C 4.030 2.102 3.605
C 3.999 -3.326 -2.711
C 1.131 6.107 -3.776
C 2.365 -3.564 3.380
C -3.214 -1.994 0.232
C -0.211 -2.501 3.632
C -1.439 0.335 4.637
C 3.563 3.201 4.335
C -2.221 1.270 -4.490
C 1.969 4.268 -5.123
C -3.569 1.207 3.055
C 0.073 -3.781 4.128
C -2.700 0.530 5.211
C 2.189 3.454 4.415
C 1.788 -4.431 -2.945
C -3.772 0.935 4.412
C 1.276 2.578 3.815
C -0.885 1.587 -3.902
H -4.156 -4.353 1.963
H 4.329 -3.658 -3.703
H -5.584 -1.245 0.334
H -2.999 1.578 -3.784
H -4.399 1.537 2.427
H 3.482 0.385 2.398
H 0.911 7.173 -3.658
H -4.763 1.050 4.852
H 0.726 -4.190 -2.986
H 3.368 -3.979 3.266
H -5.697 -1.487 2.109
H 4.410 -2.334 -2.498
H -3.970 -3.034 3.138
H 2.121 -4.850 -3.900
H -0.929 2.439 -3.216
H 2.048 6.335 -5.730
H 0.297 5.514 -1.851
H 2.863 -1.705 2.379
H -2.832 0.353 6.279
H 4.369 -4.046 -1.969
H 1.589 -5.297 4.418
H 2.639 -1.234 -2.185
H -2.349 0.205 -4.715
H 1.685 1.800 -5.576
H 1.967 -5.189 -2.174
H -1.222 -2.098 3.706
H -6.138 -2.815 0.993
H 5.101 1.920 3.509
H -0.604 -0.001 5.255
H 0.203 2.773 3.866
H -3.739 -1.347 -0.588
H 2.472 3.881 -6.012
H 1.407 -0.710 -4.869
H 1.823 4.332 4.949
H 4.271 3.863 4.838
H -0.719 -4.359 4.609
H -0.006 -0.331 -5.873
H -2.577 -3.524 2.117
H -2.109 1.429 1.465
H -0.230 -1.135 -4.306
H 0.793 3.126 -2.144
H -2.390 1.820 -5.429
*
```

A molecular structure, C46H61CrGe2N3O5S2Te at a distorted geometry, computed with wB97M-V/def2-TZVPD.

Energy above the lowest of the compared OMol25 structures with the same formula, charge and spin ... 3.8130 eV
DFT total energy ... -233818.341 eV
Maximum force ... 1.50 eV/Å
LUMO level (alpha / beta) ... 2.34 / 2.26 eV

```
! RIJCOSX wB97M-V def2-TZVPD def2/J DEFGRID3
* xyz -1 4
Te 0.504 2.605 1.307
Ge -1.855 -2.512 -0.544
Ge 0.760 -1.193 -1.624
Cr -0.416 -0.734 0.709
S -2.473 1.184 0.718
S 0.249 -2.598 1.968
O -1.726 0.959 -0.536
O 1.552 -0.100 0.842
O -1.999 2.297 1.516
O -0.317 0.125 2.636
O -1.372 0.654 4.545
N 2.511 -3.802 2.442
N -2.465 -0.262 1.326
N 2.815 -1.598 2.070
C 4.336 -3.482 4.111
C 1.173 -5.338 3.884
C -6.174 2.654 1.210
C -0.331 -3.713 -6.482
C 1.263 -2.094 -4.930
C 3.314 -2.638 -2.461
C -4.433 -2.512 -2.073
C -6.040 1.850 -1.041
C -1.227 -3.027 -2.318
C -2.770 -5.326 -0.373
C 1.850 4.795 3.369
C -0.767 4.701 -1.012
C 1.456 8.893 0.544
C -4.132 1.720 0.398
C 2.561 -0.433 1.493
C 2.492 -2.111 -1.290
C -1.339 0.194 3.415
C -0.658 -3.470 -5.160
C -2.173 -4.196 0.461
C 1.310 5.420 2.114
C 0.575 4.700 1.156
C 1.577 6.772 1.895
C -6.789 2.421 -0.021
C -4.852 2.310 1.429
C 0.384 6.725 -0.158
C 1.137 7.439 0.764
C 0.136 -2.654 -4.343
C 1.601 -2.331 -6.256
C -0.214 -2.381 -2.905
C 1.640 0.964 -3.631
C 5.852 1.170 2.472
C 5.815 2.361 1.755
C -2.590 -0.408 2.769
C 1.957 -2.612 2.128
C 1.064 0.659 -2.253
C -8.232 2.792 -0.230
C -4.712 1.494 -0.840
C 3.953 -3.875 2.691
C -3.638 -1.777 -0.998
C 4.804 0.276 2.381
C 1.759 -5.047 2.510
C 3.704 0.540 1.571
C 3.690 1.710 0.835
C 0.806 -3.146 -7.043
C 4.732 2.627 0.938
C 0.095 5.376 0.018
H -2.854 -6.247 0.213
H 2.056 5.573 4.108
H 1.906 -1.461 -4.342
H -3.872 -2.597 -3.005
H 0.959 -5.007 1.771
H 6.700 0.941 3.105
H 3.102 -1.413 -0.714
H 2.633 0.530 -3.776
H -6.496 1.676 -2.009
H 3.681 -1.837 -3.104
H -8.374 3.871 -0.153
H 4.684 3.545 0.367
H -1.825 4.828 -0.767
H -4.717 -3.523 -1.778
H 2.264 -2.944 -0.617
H 0.111 1.178 -2.138
H -1.788 -3.778 -2.871
H 2.156 7.314 2.638
H -3.433 -0.767 -1.345
H 3.963 -2.483 4.332
H -0.580 3.627 -1.068
H 0.464 -4.560 4.165
H -0.601 5.136 -2.000
H 4.264 -4.898 2.475
H 0.646 -6.293 3.873
H -6.739 3.120 2.008
H 5.421 -3.476 4.221
H 1.949 -5.387 4.648
H 0.019 7.227 -1.050
H -2.567 -1.484 2.971
H -5.362 -1.982 -2.307
H 4.194 -3.175 -2.095
H -4.376 2.508 2.379
H 2.439 -5.847 2.210
H 1.001 0.609 -4.439
H 6.634 3.065 1.829
H 1.065 -3.337 -8.076
H -1.222 -4.519 0.883
H 1.784 9.076 -0.481
H -1.556 -3.920 -4.763
H -4.127 1.078 -1.646
H 3.923 -4.172 4.847
H 2.750 -3.328 -3.088
H -0.973 -4.348 -7.081
H 2.492 -1.875 -6.669
H -4.218 -1.673 -0.080
H -3.768 -5.098 -0.746
H 1.157 4.070 3.796
H -8.583 2.476 -1.211
H 4.455 -3.214 1.987
H 2.898 1.895 0.125
H -3.518 0.002 3.174
H -2.148 -5.555 -1.240
H 1.714 1.076 -1.480
H -2.820 -3.968 1.313
H 4.812 -0.643 2.952
H -8.867 2.325 0.524
H 2.247 9.229 1.216
H 2.780 4.253 3.178
H 1.749 2.045 -3.761
H 0.582 9.525 0.721
*
```

A single C17H22N2O4 molecule at a distorted geometry, computed with wB97M-V/def2-TZVPD.

Energy above the lowest of the compared OMol25 structures with the same formula, charge and spin ... 1.4770 eV
SMILES string ... COC(=O)[C@H](CC(C)C)Nc1nc2cc(C)cc(C)c2c(=O)o1
DFT total energy ... -29156.655 eV
Maximum force ... 3.84 eV/Å
LUMO level ... 0.65 eV

```
! RIJCOSX wB97M-V def2-TZVPD def2/J DEFGRID3
* xyz 0 1
O -1.682 -2.752 1.428
O -0.361 -0.045 -2.620
O -3.234 -2.421 -0.271
O 1.186 -0.336 -4.248
N -1.784 0.099 -0.794
N 0.455 0.309 -0.399
C 2.718 0.439 0.184
C 0.929 -0.072 -3.095
C 3.952 -0.133 -3.920
C 4.439 0.242 -1.436
C -2.167 1.698 2.868
C 5.066 0.726 0.964
C -2.106 -0.462 0.544
C -1.814 -4.178 1.300
C -2.385 -1.987 0.537
C -4.356 2.417 1.713
C 2.104 0.087 -2.152
C -3.337 0.226 1.047
C -0.500 0.126 -1.272
C -3.015 1.679 1.544
C 3.472 0.045 -2.497
C 1.746 0.288 -0.816
C 4.063 0.452 -0.094
H -4.839 2.023 2.589
H -1.019 -4.721 1.764
H -2.283 2.702 3.312
H 4.664 0.411 1.938
H -1.116 1.486 2.613
H -2.500 2.199 0.759
H 5.522 0.265 -1.625
H 5.972 0.148 0.764
H -1.701 -4.473 0.238
H -2.459 -0.129 -1.515
H 3.561 0.666 -4.560
H -1.266 -0.279 1.241
H -4.211 3.479 1.833
H -4.093 0.265 0.249
H 5.064 -0.148 -3.945
H -2.495 1.019 3.654
H 5.353 1.810 1.006
H -4.986 2.301 0.812
H 2.365 0.581 1.202
H 3.666 -1.100 -4.318
H -2.776 -4.564 1.656
H -3.813 -0.389 1.817
*
```